w:
C5H8N2 | ωB97M-V/def2-TZVPD

As for the HOMO-LUMO gap (alpha / beta): 7.347 / 7.075 eV.

Last column: Löwdin charge in e.
Atoms and positions in Å:
C (0.940, 1.461, -1.290)  -0.099
C (1.278, 0.388, -0.296)  -0.169
N (0.296, -0.363, 0.207)  -0.124
C (-0.944, 0.189, 0.829)  -0.089
C (-1.721, -1.065, 1.076)  -0.168
N (-0.994, -2.111, 0.864)  0.050
C (0.228, -1.697, 0.396)  -0.159
H (1.557, 2.360, -1.214)  0.066
H (1.075, 1.063, -2.309)  0.074
H (-0.109, 1.762, -1.219)  0.057
H (-1.430, 0.952, 0.221)  0.112
H (2.237, -0.118, -0.369)  0.101
H (-0.618, 0.647, 1.770)  0.137
H (-2.770, -1.110, 1.345)  0.098
H (0.976, -2.359, -0.013)  0.114

x:
C5H8N2 | ωB97M-V/def2-TZVPD

As for the HOMO-LUMO gap (alpha / beta): 8.200 / 8.188 eV.

Last column: Löwdin charge in e.
Atoms and positions in Å:
N (-0.827, 2.105, -0.160)  0.056
C (-0.156, 0.861, -0.011)  -0.497
C (-0.049, 0.526, 1.429)  -0.216
N (-0.199, 0.716, 2.553)  0.159
C (-0.569, -0.381, -0.618)  -0.078
C (-0.050, -1.692, -0.243)  -0.271
C (1.259, -1.089, -0.538)  -0.003
H (-0.525, 2.921, 0.372)  0.101
H (-1.758, 1.874, 0.185)  0.086
H (0.868, 1.250, -0.143)  0.130
H (-1.361, -0.335, -1.344)  0.119
H (-0.040, -2.092, 0.777)  0.119
H (-0.175, -2.528, -0.933)  0.123
H (1.573, -1.045, -1.573)  0.076
H (2.011, -1.091, 0.249)  0.096

y:
C5H8N2 | ωB97M-V/def2-TZVPD

As for the HOMO-LUMO gap: 10.630 eV.

Last column: Löwdin charge in e.
Atoms and positions in Å:
C (-1.397, 0.211, 0.611)  -0.072
C (0.056, -0.245, 0.700)  -0.296
C (0.348, -1.442, -0.222)  -0.164
N (0.857, -0.538, -1.299)  0.009
C (1.049, 0.485, -0.235)  -0.314
C (0.757, 1.898, -0.461)  -0.168
N (0.441, 3.012, -0.483)  0.156
H (-1.758, 0.256, -0.426)  0.085
H (-2.023, -0.512, 1.145)  0.081
H (-1.558, 1.199, 1.056)  0.079
H (0.381, -0.300, 1.743)  0.134
H (-0.492, -2.089, -0.490)  0.116
H (1.178, -2.057, 0.138)  0.110
H (0.080, -0.260, -1.893)  0.097
H (2.082, 0.384, 0.116)  0.146

Quick one: most stable of them? y

w:
C6H10O | ωB97M-V/def2-TZVPD

As for the HOMO-LUMO gap: 10.820 eV. The SMILES is O=CCCC1CC1.

Last column: Löwdin charge in e.
Atoms and positions in Å:
O (2.022, -0.656, 2.077)  0.043
C (2.352, -0.800, 0.922)  -0.262
C (1.589, -0.259, -0.272)  -0.151
C (0.378, 0.542, 0.228)  -0.178
C (-0.799, 0.708, -0.706)  -0.313
C (-1.643, -0.485, -1.125)  -0.119
C (-2.155, 0.534, -0.178)  -0.154
H (3.272, -1.366, 0.669)  0.117
H (2.286, 0.350, -0.868)  0.120
H (1.318, -1.119, -0.911)  0.122
H (0.740, 1.539, 0.499)  0.124
H (0.014, 0.082, 1.149)  0.109
H (-0.689, 1.482, -1.462)  0.135
H (-2.005, -0.476, -2.150)  0.095
H (-1.303, -1.466, -0.790)  0.103
H (-2.941, 1.223, -0.464)  0.101
H (-2.269, 0.194, 0.852)  0.107

x:
C6H10O | ωB97M-V/def2-TZVPD

As for the HOMO-LUMO gap: 10.050 eV. The SMILES is CC1=CCC1.C=O.

Last column: Löwdin charge in e.
Atoms and positions in Å:
C (-1.979, 0.045, 0.598)  -0.052
C (-0.539, 0.340, 0.387)  -0.319
C (0.161, 1.181, -0.406)  -0.075
C (1.456, 0.865, 0.233)  -0.192
C (0.684, -0.013, 1.228)  -0.125
H (-2.600, 0.446, -0.209)  0.080
H (-2.333, 0.467, 1.541)  0.079
H (-2.145, -1.035, 0.651)  0.075
H (-0.104, 1.787, -1.266)  0.111
H (1.703, 1.852, 0.672)  0.115
H (2.312, 0.493, -0.278)  0.093
H (0.657, 0.354, 2.259)  0.112
H (0.974, -1.068, 1.220)  0.103
C (0.425, -1.391, -1.623)  -0.175
O (1.467, -1.757, -1.180)  0.003
H (0.375, -0.711, -2.464)  0.084
H (-0.516, -1.856, -1.363)  0.083

Quick one: most stable of them? w

w:
C6H10O | ωB97M-V/def2-TZVPD

As for the HOMO-LUMO gap: 10.715 eV.

Last column: Löwdin charge in e.
Atoms and positions in Å:
C (1.210, 0.054, -1.708)  -0.027
C (0.360, 0.026, -0.467)  -0.439
C (-1.152, -0.262, -0.477)  -0.050
C (-0.794, -0.046, 0.988)  -0.477
O (-1.816, -0.104, 1.922)  0.037
C (0.069, 1.168, 0.544)  -0.035
C (0.485, -0.912, 0.767)  -0.029
H (0.806, 0.790, -2.414)  0.081
H (2.255, 0.308, -1.504)  0.077
H (1.184, -0.925, -2.201)  0.081
H (-1.466, -1.270, -0.769)  0.120
H (-1.788, 0.513, -0.919)  0.119
H (-1.483, -0.090, 2.825)  0.101
H (0.915, 1.452, 1.183)  0.109
H (-0.484, 2.042, 0.186)  0.113
H (1.348, -0.698, 1.411)  0.108
H (0.368, -1.990, 0.608)  0.113

x:
C6H10O | ωB97M-V/def2-TZVPD

As for the HOMO-LUMO gap (alpha / beta): 8.686 / 8.498 eV.

Last column: Löwdin charge in e.
Atoms and positions in Å:
C (1.675, 0.196, -0.117)  -0.206
C (2.141, -1.177, 0.138)  0.043
C (0.133, 0.345, -0.253)  -0.384
C (-0.683, -0.936, -0.148)  -0.171
C (-0.383, 1.803, -0.205)  0.012
C (-2.017, -1.014, 0.446)  -0.035
O (-0.408, -0.399, -1.344)  0.047
H (1.923, 0.807, 0.626)  0.060
H (2.211, 0.433, -0.993)  0.106
H (1.841, -1.918, -0.488)  0.002
H (2.184, -1.569, 1.234)  0.092
H (-1.383, 1.957, -0.189)  0.028
H (0.100, 2.139, -1.165)  0.117
H (-0.085, 2.249, 0.751)  0.091
H (-2.689, -0.195, 0.197)  0.093
H (-2.048, -0.908, 1.458)  0.054
H (-2.513, -1.813, 0.050)  0.051

Quick one: most stable of them? w

w:
C6H10O | ωB97M-V/def2-TZVPD

As for the HOMO-LUMO gap: 8.686 eV.

Last column: Löwdin charge in e.
Atoms and positions in Å:
O (1.181, -1.328, 1.482)  0.023
C (1.612, -1.079, 0.378)  -0.308
C (1.639, 0.312, -0.215)  -0.194
C (0.466, 1.121, 0.308)  -0.193
C (-0.749, 0.745, -0.535)  -0.307
C (-0.782, -1.203, -0.977)  0.112
C (-2.004, 0.505, 0.012)  0.007
H (2.081, -1.868, -0.240)  0.119
H (2.605, 0.768, 0.030)  0.119
H (1.572, 0.229, -1.304)  0.109
H (0.686, 2.201, 0.252)  0.121
H (0.301, 0.895, 1.368)  0.111
H (-0.739, 1.227, -1.517)  0.126
H (-1.334, -1.516, -1.898)  0.001
H (-1.081, -1.945, -0.209)  0.007
H (-2.912, 0.721, -0.541)  0.066
H (-2.104, 0.410, 1.094)  0.081

x:
C6H10O | ωB97M-V/def2-TZVPD

As for the HOMO-LUMO gap: 8.842 eV.

Last column: Löwdin charge in e.
Atoms and positions in Å:
C (2.838, 0.445, 0.260)  0.115
C (0.727, -0.484, -0.259)  -0.119
C (0.087, -1.206, 0.661)  -0.052
C (-1.387, -0.895, 0.701)  -0.171
C (-1.599, 0.005, -0.536)  -0.122
C (-0.193, 0.475, -0.982)  -0.364
O (0.082, 1.826, -0.640)  -0.045
H (2.439, 0.558, 1.290)  -0.042
H (2.475, 1.362, -0.249)  -0.042
H (1.832, -0.590, -0.478)  0.034
H (0.557, -1.920, 1.333)  0.116
H (-1.629, -0.382, 1.642)  0.114
H (-2.008, -1.797, 0.674)  0.109
H (-2.076, -0.564, -1.339)  0.114
H (-2.228, 0.878, -0.335)  0.115
H (-0.077, 0.437, -2.069)  0.146
H (0.160, 1.854, 0.325)  0.095

Quick one: most stable of them? w

w:
C6H10O | ωB97M-V/def2-TZVPD

As for the HOMO-LUMO gap: 8.656 eV.

Last column: Löwdin charge in e.
Atoms and positions in Å:
O (0.106, -0.870, 1.794)  -0.058
C (1.152, -0.925, 1.174)  -0.186
C (1.498, -0.167, -0.080)  -0.155
C (0.666, 1.093, -0.337)  -0.203
C (-0.543, 0.925, -1.230)  -0.194
C (-1.035, -0.215, -1.703)  -0.009
C (-1.885, -0.795, 1.468)  0.112
H (1.944, -1.603, 1.557)  0.134
H (2.572, 0.068, -0.041)  0.119
H (1.380, -0.872, -0.917)  0.118
H (1.321, 1.857, -0.777)  0.111
H (0.344, 1.507, 0.630)  0.115
H (-1.052, 1.855, -1.482)  0.097
H (-1.921, -0.245, -2.335)  0.061
H (-0.603, -1.177, -1.444)  0.054
H (-1.939, 0.270, 1.156)  -0.061
H (-2.005, -0.705, 2.568)  -0.053

x:
C6H10O | ωB97M-V/def2-TZVPD

As for the HOMO-LUMO gap: 8.306 eV.

Last column: Löwdin charge in e.
Atoms and positions in Å:
C (0.503, -0.064, -2.052)  -0.037
C (-0.132, -0.658, -0.800)  -0.372
O (0.928, -1.048, 0.100)  -0.120
C (0.783, -0.445, 1.379)  -0.202
C (-1.537, -0.511, 1.207)  0.184
C (0.060, 0.923, 0.945)  -0.130
C (-0.999, 0.279, 0.052)  -0.361
H (1.236, -0.772, -2.454)  0.083
H (1.028, 0.874, -1.839)  0.078
H (-0.247, 0.125, -2.829)  0.081
H (-0.712, -1.550, -1.063)  0.142
H (0.385, -1.200, 2.086)  0.117
H (1.752, -0.148, 1.768)  0.116
H (-1.862, 0.233, 1.964)  0.032
H (0.884, 1.374, 0.396)  0.113
H (-0.356, 1.674, 1.630)  0.117
H (-1.715, 0.916, -0.488)  0.159

Quick one: most stable of them? x

w:
C6H10O | ωB97M-V/def2-TZVPD

As for the HOMO-LUMO gap: 9.988 eV. The SMILES is CC(C)=CCC=O.

Last column: Löwdin charge in e.
Atoms and positions in Å:
C (0.999, -0.147, -2.092)  -0.070
C (0.490, -0.070, -0.677)  -0.350
C (1.328, -0.797, 0.340)  -0.053
C (-0.614, 0.622, -0.383)  -0.085
C (-1.121, 0.957, 0.994)  -0.166
C (-1.791, -0.138, 1.796)  -0.270
O (-1.757, -1.317, 1.546)  0.055
H (1.168, -1.181, -2.416)  0.080
H (1.967, 0.369, -2.160)  0.083
H (0.314, 0.334, -2.798)  0.074
H (1.271, -1.876, 0.147)  0.092
H (0.991, -0.637, 1.367)  0.067
H (2.385, -0.514, 0.264)  0.083
H (-1.186, 1.040, -1.210)  0.105
H (-1.826, 1.797, 0.943)  0.112
H (-0.301, 1.320, 1.634)  0.123
H (-2.316, 0.237, 2.703)  0.119

x:
C6H10O | ωB97M-V/def2-TZVPD

As for the HOMO-LUMO gap: 10.326 eV. The SMILES is C1=CCOCCC1.

Last column: Löwdin charge in e.
Atoms and positions in Å:
C (0.377, 1.586, -0.140)  -0.105
C (1.452, 0.881, 0.208)  -0.081
C (1.567, -0.624, 0.214)  -0.216
O (0.690, -1.265, -0.683)  -0.143
C (-0.617, -1.489, -0.200)  -0.225
C (-1.326, -0.234, 0.314)  -0.181
C (-0.980, 1.022, -0.493)  -0.192
H (0.462, 2.672, -0.146)  0.098
H (2.360, 1.414, 0.490)  0.100
H (1.449, -1.025, 1.236)  0.128
H (2.578, -0.899, -0.109)  0.122
H (-0.610, -2.263, 0.586)  0.121
H (-1.156, -1.900, -1.059)  0.124
H (-1.070, -0.054, 1.364)  0.115
H (-2.407, -0.422, 0.287)  0.111
H (-1.036, 0.807, -1.569)  0.121
H (-1.735, 1.792, -0.299)  0.106

Quick one: most stable of them? w